Density functional theory data (ωB97M-V with the def2-TZVPD basis set) for C2H2F3NO in the gas phase.

Bonds (Å) are listed after each position.
Geometry (Å):
1 F 1.47184 -1.00692 -0.99518  C3 1.306
2 H -2.16958 0.59086 -0.24417  N5 1.071
3 C 0.99089 -0.26974 -0.02990  F1 1.306, F6 1.411, F7 1.340, C8 1.505
4 H -0.56182 1.56144 0.38663  N5 1.095
5 N -1.14986 0.69454 0.06694  H2 1.071, H4 1.095, C8 1.309
6 F 1.69299 -0.51910 1.16815  C3 1.411
7 F 1.18970 0.99356 -0.42852  C3 1.340
8 C -0.50028 -0.44200 0.07752  C3 1.505, N5 1.309, O9 1.252
9 O -0.96387 -1.60264 -0.00146  C8 1.252

Highest occupied orbital energy in eV: -10.694
Structure (SMILES): NC(=O)C(F)(F)F
HOMO-LUMO gap in eV: 11.293
E in a.u.: -507.00566